Record 1
A structure of composition C44H31Cl5CoF9N3O2P, computed with ωB97M-V/def2-TZVPD.

Calculated values
HOMO (spin up / spin down) = -4.33 / -5.39 eV
Multiplicity = 4
Expectation value of S² = 3.767
Net charge = -1
LUMO energy (spin up / spin down) = 1.9 / 1.8 eV
Energy relative to the best compared isomer or geometry (same formula, charge and spin) = 89.2 kJ/mol
Gap between HOMO and LUMO (spin up / spin down) = 6.23 / 7.24 eV

Positions of all 96 atoms, in Å:
Co 0.67 0.05 0.09
O 1.24 -0.87 5.52
C 2.50 -0.65 5.12
C 3.48 -0.56 6.11
C 4.80 -0.33 5.78
C 5.18 -0.19 4.45
C 4.22 -0.27 3.46
C 2.88 -0.50 3.77
C 1.90 -0.57 2.65
O 2.29 -0.43 1.47
N 0.61 -0.78 3.01
N -0.15 -0.78 1.92
C -1.40 -1.05 1.93
C -1.99 -1.19 0.61
C -3.27 -1.74 0.40
C -3.66 -2.05 -0.89
C -2.79 -1.79 -1.95
C -1.58 -1.20 -1.66
N -1.19 -0.89 -0.43
H 0.68 -0.90 4.69
H 3.17 -0.67 7.15
H 5.55 -0.27 6.57
H 6.22 -0.01 4.19
H 4.47 -0.16 2.42
H -1.97 -1.27 2.83
H -3.91 -1.94 1.24
H -4.63 -2.50 -1.07
H -3.05 -2.05 -2.97
H -0.87 -0.95 -2.45
Cl 1.66 -2.64 -1.12
C 2.43 -1.29 -1.94
C 1.99 -0.01 -1.61
C 2.64 1.00 -2.31
Cl 2.18 2.66 -2.05
C 3.64 0.77 -3.26
Cl 4.41 2.08 -4.09
C 4.04 -0.53 -3.54
Cl 5.27 -0.85 -4.70
C 3.42 -1.58 -2.88
Cl 3.88 -3.21 -3.22
F -1.07 8.98 -3.70
C 0.04 8.23 -3.49
F 0.77 8.32 -4.62
F 0.74 8.83 -2.52
C -0.32 6.81 -3.16
C -0.07 6.29 -1.90
C -0.43 4.97 -1.63
C -1.04 4.18 -2.60
C -1.27 4.72 -3.86
C -0.91 6.02 -4.15
P -1.42 2.44 -2.13
C -1.84 1.72 -3.76
C -3.08 1.77 -4.39
C -3.27 1.17 -5.63
C -2.21 0.51 -6.24
C -0.97 0.45 -5.62
C -0.79 1.04 -4.39
C -2.38 -0.16 -7.57
F -2.18 -1.49 -7.50
F -1.50 0.31 -8.48
F -3.61 0.02 -8.09
C -3.06 2.62 -1.31
C -3.89 1.51 -1.24
C -5.05 1.54 -0.48
C -5.38 2.68 0.23
C -4.56 3.80 0.17
C -3.40 3.76 -0.59
C -6.65 2.71 1.02
F -7.74 2.85 0.23
F -6.69 3.71 1.92
F -6.84 1.56 1.71
H 0.41 6.89 -1.15
H -0.20 4.55 -0.65
H -1.73 4.12 -4.63
H -1.08 6.43 -5.13
H -3.91 2.29 -3.92
H -4.23 1.21 -6.11
H -0.15 -0.07 -6.10
H 0.17 0.98 -3.89
H -3.64 0.60 -1.76
H -5.68 0.66 -0.42
H -4.81 4.69 0.73
H -2.77 4.64 -0.62
C -0.03 3.67 2.66
C 0.75 2.48 2.09
C 2.20 2.89 1.84
C 0.11 1.93 0.82
H 0.42 4.06 3.58
H -1.06 3.39 2.88
H -0.06 4.49 1.93
H 0.76 1.71 2.87
H 2.70 3.20 2.76
H 2.24 3.73 1.13
H 2.76 2.07 1.40
H 0.35 2.62 0.00
H -0.99 1.94 0.93

=====

Record 2
A structure of composition C29H53CrF3NO20 in a non-equilibrium geometry, computed with ωB97M-V/def2-TZVPD.

Calculated values
HOMO (spin up / spin down) = -11.55 / -11.55 eV
Multiplicity = 5
Expectation value of S² = 6.006
Net charge = +1
LUMO energy (spin up / spin down) = -4.4 / -4.0 eV
Gap between HOMO and LUMO (spin up / spin down) = 7.15 / 7.56 eV

Positions of all 107 atoms, in Å:
Cr -1.12 -3.26 0.11
N -0.66 -0.06 0.00
O 0.36 0.55 0.41
O -0.53 -1.32 -0.35
O -1.77 0.47 -0.01
C 1.08 2.96 3.86
C -0.06 2.83 2.85
O -0.29 4.15 2.48
C 0.13 4.97 3.51
O -0.04 6.08 3.56
O 0.78 4.24 4.45
F -1.18 2.36 3.54
H 2.09 3.02 3.43
H 1.11 2.19 4.62
H 0.14 2.17 2.01
C -3.46 1.92 2.46
C -4.58 2.18 1.47
O -4.43 3.57 1.27
C -3.99 4.11 2.44
O -4.02 5.22 2.72
O -3.41 3.12 3.21
F -5.79 2.02 2.10
H -2.52 1.71 1.95
H -3.69 1.03 3.05
H -4.56 1.65 0.53
C -1.86 1.51 -3.41
C -1.15 0.33 -4.11
O -2.12 -0.69 -4.11
C -3.33 -0.17 -3.72
O -4.32 -0.78 -3.72
O -3.22 1.13 -3.37
F 0.00 -0.10 -3.35
H -1.71 2.43 -3.97
H -1.46 1.74 -2.43
H -0.78 0.52 -5.12
C -3.32 4.83 -1.60
C -2.09 4.11 -1.09
O -1.14 4.10 -2.18
C 0.19 3.76 -1.80
C 1.09 3.75 -3.01
H -3.09 5.90 -1.71
H -3.77 4.37 -2.48
H -4.12 4.93 -0.85
H -1.73 4.68 -0.22
H -2.25 3.06 -0.79
H 0.60 4.50 -1.09
H 0.22 2.77 -1.29
H 2.14 3.68 -2.73
H 0.90 4.66 -3.60
H 0.92 2.91 -3.70
C 3.06 2.53 0.14
C 4.11 1.78 0.89
O 5.26 1.61 0.09
C 6.29 0.91 0.74
C 7.52 0.94 -0.14
H 3.32 3.51 -0.26
H 2.62 1.93 -0.67
H 2.19 2.75 0.77
H 4.40 2.37 1.77
H 3.71 0.81 1.23
H 6.52 1.38 1.71
H 6.05 -0.15 0.95
H 7.35 0.47 -1.11
H 8.35 0.44 0.36
H 7.79 1.97 -0.38
O 0.91 -3.90 -0.26
C 1.99 -4.12 -0.78
O 2.98 -3.29 -0.75
C 2.77 -1.99 -0.17
C 2.78 -2.04 1.31
C 2.34 -5.41 -1.42
H 1.83 -1.57 -0.53
H 3.53 -1.30 -0.53
H 2.39 -1.08 1.66
H 3.79 -2.09 1.71
H 2.17 -2.82 1.73
H 1.43 -5.99 -1.59
H 2.94 -6.00 -0.73
H 2.85 -5.24 -2.36
O -0.62 -3.05 2.21
C -0.56 -2.31 3.20
O -0.51 -2.75 4.42
C -0.26 -4.14 4.66
C 1.21 -4.45 4.66
C -0.74 -0.83 3.07
H -0.86 -4.78 4.01
H -0.63 -4.33 5.66
H 1.80 -3.58 4.93
H 1.55 -4.69 3.63
H 1.44 -5.35 5.22
H -0.57 -0.36 4.03
H -1.68 -0.58 2.59
H 0.05 -0.45 2.41
O -1.40 -3.67 -1.89
C -1.49 -3.90 -3.10
O -2.55 -4.34 -3.66
C -3.78 -4.46 -2.88
C -4.75 -5.20 -3.74
C -0.34 -3.66 -4.02
H -4.16 -3.47 -2.65
H -3.58 -4.99 -1.95
H -4.40 -6.23 -3.79
H -4.85 -4.76 -4.73
H -5.72 -5.26 -3.25
H -0.62 -3.43 -5.04
H 0.40 -4.45 -3.98
H 0.17 -2.76 -3.64

=====

Record 3
A cluster of 2 separate species, C40H69BBrN2O7P2S in total in a non-equilibrium geometry, computed with ωB97M-V/def2-TZVPD.

Calculated values
HOMO = -9.53 eV
Net charge = +1
LUMO energy = -2.1 eV
Gap between HOMO and LUMO = 7.43 eV

Positions of all 123 atoms, in Å:
C 10.39 -3.62 -0.55
C 10.22 -2.23 0.05
O 10.07 -1.26 -0.98
C 9.01 -0.35 -0.80
C 7.75 -0.85 -1.51
O 6.56 -0.61 -0.78
C 5.89 0.59 -1.08
C 4.40 0.41 -1.25
C 3.56 1.23 -0.52
C 2.17 1.13 -0.64
P 1.29 2.29 0.41
N 1.85 3.76 0.42
C 1.60 0.19 -1.50
C 0.09 0.06 -1.58
C -0.44 -0.66 -0.33
C 0.17 -2.12 -0.08
O -1.33 -1.64 -0.44
C 2.44 -0.64 -2.25
C 3.83 -0.54 -2.11
S 4.80 -1.64 -3.09
C 3.80 -3.09 -2.89
C 4.35 -4.35 -2.65
B 5.91 -4.60 -2.46
O 6.59 -3.99 -1.45
O 6.61 -5.47 -3.25
C 6.44 -5.35 -4.67
C 3.47 -5.43 -2.54
C 2.11 -5.25 -2.67
Br 0.97 -6.74 -2.49
C 1.57 -3.99 -2.90
O 0.22 -3.82 -3.03
C -0.28 -3.45 -4.32
C -0.48 -4.61 -5.27
C 0.81 -5.20 -5.83
O -1.26 -3.98 -6.31
C 2.44 -2.90 -2.98
N 1.94 -1.60 -3.14
H 10.24 -4.36 0.24
H 11.38 -3.75 -0.98
H 9.65 -3.79 -1.32
H 11.10 -1.98 0.65
H 9.34 -2.23 0.70
H 9.34 0.59 -1.25
H 8.79 -0.16 0.25
H 7.69 -0.40 -2.50
H 7.85 -1.93 -1.65
H 6.05 1.32 -0.28
H 6.29 1.05 -2.00
H 3.99 1.96 0.15
H 1.35 1.67 1.68
H -0.07 2.20 0.05
H 1.16 4.43 0.11
H -0.27 -0.57 -2.39
H -0.36 1.05 -1.62
H -0.57 -0.05 0.57
H 0.32 -1.81 1.00
H -0.10 -3.13 0.22
H 5.99 -3.57 -0.82
H 5.40 -5.54 -4.95
H 6.76 -4.37 -5.00
H 7.06 -6.12 -5.13
H 3.85 -6.42 -2.36
H 0.36 -2.71 -4.81
H -1.24 -2.98 -4.13
H -1.11 -5.37 -4.81
H 1.01 -6.17 -5.38
H 0.74 -5.33 -6.91
H 1.67 -4.57 -5.62
H -1.29 -4.58 -7.06
H 0.94 -1.59 -3.19
C -6.42 -1.01 1.89
C -6.58 -0.12 3.13
C -7.28 1.20 2.82
C -6.41 2.24 2.08
P -5.25 3.20 3.07
C -6.17 3.86 4.48
C -7.51 4.58 4.25
C -7.48 6.00 3.67
C -6.52 6.95 4.38
C -4.70 4.61 2.09
C -3.93 4.45 0.77
C -2.46 4.06 0.84
C -1.64 4.82 1.88
C -3.94 2.30 3.93
C -2.77 1.58 3.23
C -3.09 0.63 2.07
C -2.96 -0.84 2.45
H -5.86 -0.52 1.10
H -5.89 -1.93 2.14
H -7.39 -1.29 1.49
H -5.60 0.05 3.59
H -7.17 -0.66 3.87
H -7.66 1.64 3.74
H -8.15 1.00 2.19
H -7.07 3.00 1.65
H -5.91 1.79 1.23
H -5.49 4.49 5.06
H -6.37 3.00 5.12
H -8.01 4.63 5.22
H -8.16 3.96 3.61
H -8.49 6.40 3.74
H -7.26 5.98 2.60
H -6.82 7.10 5.42
H -6.52 7.93 3.89
H -5.49 6.60 4.37
H -4.20 5.31 2.76
H -5.65 5.10 1.82
H -4.01 5.41 0.26
H -4.46 3.73 0.13
H -2.02 4.24 -0.14
H -2.37 2.98 1.00
H -1.58 5.88 1.65
H -0.62 4.43 1.92
H -2.05 4.72 2.89
H -4.45 1.61 4.60
H -3.51 3.06 4.59
H -2.24 1.02 4.01
H -2.05 2.34 2.92
H -2.40 0.83 1.25
H -4.09 0.83 1.66
H -1.92 -1.07 2.67
H -3.27 -1.48 1.63
H -3.56 -1.09 3.33

=====

Record 4
The ion C9H16FN2O with charge +1 in a non-equilibrium geometry, computed with ωB97M-V/def2-TZVPD.

Calculated values
HOMO = -13.53 eV
Net charge = +1
SMILES = CN1C(=[NH2+])C=C[C@@H](C(C)(C)O)[C@@H]1F
LUMO energy = -4.2 eV
Energy relative to the best compared isomer or geometry (same formula, charge and spin) = 49.5 kJ/mol
Gap between HOMO and LUMO = 9.33 eV

Positions of all 29 atoms, in Å:
C -1.69 1.85 1.69
N -0.99 1.19 0.58
C -0.07 1.92 -0.11
N 0.14 3.14 0.36
C 0.54 1.47 -1.37
C 0.34 0.24 -1.88
C -0.27 -0.79 -1.03
C 0.67 -1.48 -0.03
C 2.08 -1.68 -0.67
C 0.08 -2.80 0.28
O 0.90 -0.63 1.12
C -1.52 -0.02 0.02
F -2.55 0.20 -0.83
H -2.67 1.30 1.81
H -0.98 1.67 2.61
H -1.91 2.87 1.46
H 0.49 3.96 -0.11
H 0.03 3.22 1.38
H 0.99 2.22 -1.88
H 0.80 0.09 -2.79
H -0.75 -1.48 -1.60
H 2.80 -2.22 -0.06
H 2.50 -0.77 -0.82
H 2.12 -2.20 -1.73
H 0.73 -3.20 1.04
H -1.05 -2.85 0.54
H 0.05 -3.28 -0.66
H 0.94 -1.25 1.85
H -1.74 -0.71 0.83